No. 1
The following is a quantum chemistry calculation of an isolated molecule of C4H4N2O in a non-equilibrium geometry, from the Open Molecules 2025 dataset.

Summary:
Total charge: 0
HOMO-LUMO gap, eV: 9.200
Relative energy (zero: lowest compared OMol25 entry of this formula, charge and spin), eV: 4.4757
LUMO energy, eV: -0.52

Geometry (Å):
N -1.60792 1.77039 0.53557
C -0.80139 0.76798 0.42451
C -0.03324 0.84355 -0.89399
N 0.83351 0.06636 -1.42073
C 1.32055 -1.29187 -0.68320
C 0.82531 -1.53940 0.50468
O -0.50461 -0.27079 1.17493
H -2.17829 1.82078 1.37986
H -0.38595 1.77533 -1.37620
H 2.03364 -1.78211 -1.37698
H 0.67191 -2.04893 1.44234

Here are the Mulliken charges for atoms 1 to 8, given in e: -0.63 0.50 0.19 -0.53 -0.29 -0.05 -0.57 0.24


No. 2
The following is a quantum chemistry calculation of an isolated molecule of C8H17O5PS2 in a non-equilibrium geometry, from the Open Molecules 2025 dataset.

Summary:
Total charge: 0
HOMO-LUMO gap, eV: 9.532
Relative energy (zero: lowest compared OMol25 entry of this formula, charge and spin), eV: 0.0000
LUMO energy, eV: 0.31

Geometry (Å):
C 2.68888 0.96604 0.24253
C 2.20530 -0.51809 0.12767
C 3.29085 -1.27694 -0.72960
C 0.81478 -0.67817 -0.60039
C -0.28625 0.25973 -0.03285
C -0.47556 1.42264 -1.09469
C -1.43535 2.56483 -0.63089
O -1.47718 2.73695 0.79868
S -2.77593 1.78017 1.30802
O -3.11250 2.30759 2.65091
O -2.13518 0.26543 1.54597
C -1.69558 -0.32957 0.27619
P -1.84082 -2.16539 0.49226
O -0.73475 -2.80872 1.54203
O -3.35273 -2.48722 1.14110
S -1.82094 -2.99787 -1.28222
H 3.50405 1.12701 -0.49370
H 1.91374 1.72534 0.05678
H 3.15506 1.09314 1.24043
H 2.16026 -1.06081 1.09131
H 4.29960 -1.04603 -0.32932
H 3.17393 -2.37343 -0.68795
H 3.19096 -0.87277 -1.75799
H 1.01624 -0.38567 -1.65606
H 0.60386 -1.75933 -0.61894
H 0.08187 0.75152 0.89131
H -0.93717 0.95418 -1.99497
H 0.50535 1.79850 -1.44529
H -1.21700 3.49856 -1.17852
H -2.46861 2.28131 -0.94185
H -2.41725 0.00314 -0.50100
H -0.49372 -2.12364 2.18251
H -3.92818 -2.65245 0.38855

Here are the Mulliken charges for atoms 1 to 8, given in e: -1.37 0.70 -1.64 -1.31 0.72 -1.09 -0.82 -0.41


No. 3
The following is a quantum chemistry calculation of a structure of composition C38H18Cl3F6N8OPTl, from the Open Molecules 2025 dataset.

Summary:
Spin multiplicity: 2
Total charge: -2
HOMO-LUMO gap (spin up / spin down), eV: 5.275 / 5.149
Relative energy (zero: lowest compared OMol25 entry of this formula, charge and spin), eV: 12.4742
LUMO energy (spin up / spin down), eV: 2.93 / 2.01

Geometry (Å):
Tl 1.07236 0.23122 -0.15438
C 1.35741 2.36722 -6.63236
C 1.90250 1.10267 -6.87869
C 1.76009 0.06966 -5.96220
C 1.06552 0.33593 -4.79295
C 0.70769 -0.47697 -3.62387
N 0.96250 -1.78953 -3.56105
C 0.63696 -2.51296 -2.50853
C 0.56661 -3.99118 -2.58820
C 0.84341 -4.89669 -3.59467
C 0.63119 -6.24481 -3.32248
C 0.14381 -6.66200 -2.08385
C -0.14485 -5.74191 -1.08054
C 0.07866 -4.40655 -1.35473
C -0.10772 -3.17097 -0.55458
N -0.55243 -3.21429 0.69094
C -0.94032 -2.11693 1.33741
N -1.23668 -0.91802 0.75257
C -1.62673 -0.07802 1.72366
N -2.06685 1.15628 1.62492
C -1.97497 1.82647 0.46906
N -1.13819 1.57400 -0.53498
C -1.41171 2.45790 -1.54453
N -0.88073 2.49880 -2.73950
C -0.14295 1.49693 -3.24143
N 0.01541 0.26422 -2.73472
C 0.52011 1.59808 -4.54877
C 0.65548 2.62958 -5.46380
C -2.47578 3.39032 -1.11674
C -3.08582 4.46062 -1.73124
C -4.06996 5.13299 -1.01126
C -4.42277 4.73442 0.27245
C -3.80741 3.64435 0.88218
C -2.83560 2.98788 0.16223
C -1.51092 -0.75790 3.05181
C -1.73800 -0.29681 4.29618
C -1.22096 -0.98127 7.08364
C -1.03296 -2.84299 5.04173
C -1.05816 -3.08678 3.71499
C -1.12715 -2.07214 2.76164
N 0.27467 -2.10291 -1.26861
H 1.48807 3.15272 -7.36687
H 2.44479 0.93074 -7.80089
H 2.17520 -0.91318 -6.14555
H 1.21195 -4.55857 -4.55442
H 0.84579 -6.98548 -4.08365
H -0.01168 -7.71890 -1.90374
H -0.52750 -6.05088 -0.11645
H 0.22780 3.60314 -5.26201
H -2.78295 4.78191 -2.71870
H -4.54166 6.00694 -1.44207
H -5.15838 5.30664 0.82238
H -4.05190 3.34604 1.89249
H -2.09551 0.65361 4.65790
H -1.00629 0.10450 7.16164
H -1.16456 -3.48352 5.89772
H -1.05017 -4.12586 3.40437
Cl 3.94399 -1.84143 7.65132
C 3.05643 -1.43782 6.19410
C 3.75304 -1.29683 4.98806
C 3.06610 -0.96249 3.85146
Cl 3.92424 -0.78210 2.34750
C 1.63832 -0.73225 3.78554
O 1.08654 -0.37037 2.72200
C 1.01961 -0.94419 5.06946
Cl -0.85053 -1.16449 5.55706
C 1.69832 -1.27603 6.21817
H 4.82417 -1.44164 4.95591
H 1.11953 -1.39922 7.13470
F -0.60814 5.13221 1.01517
P -0.80859 6.72797 1.23157
F -2.28450 6.46126 1.85954
F -1.46634 6.84802 -0.24908
F -0.16052 6.61962 2.70988
F 0.65691 7.00494 0.60081
F -1.01994 8.32803 1.44242

Here are the Mulliken charges for atoms 1 to 8, given in e: 1.04 -0.59 -0.57 -0.10 0.12 -0.16 -0.59 -0.28


No. 4
The following is a quantum chemistry calculation of a cluster of 2 separate species, C6H14O in total in a non-equilibrium geometry, from the Open Molecules 2025 dataset.

Summary:
Total charge: 0
HOMO-LUMO gap, eV: 9.829
Relative energy (zero: lowest compared OMol25 entry of this formula, charge and spin), eV: 1.2044
LUMO energy, eV: 0.85

Geometry (Å):
C -0.85972 1.52212 0.14450
C -0.55681 0.39179 -0.52574
C -0.89368 0.06036 -1.95873
C -1.43963 1.29586 -2.69594
C 0.18465 -0.70093 0.25737
C -0.15927 -0.89127 1.73085
H -1.28175 2.30274 -0.46803
H -0.56101 1.64142 1.16824
H -0.00301 -0.42713 -2.36667
H -1.66988 -0.71696 -1.89851
H -2.42326 1.61655 -2.37016
H -0.76524 2.14399 -2.59880
H -1.50591 1.21503 -3.79736
H -0.05853 -1.62769 -0.27846
H 1.24633 -0.45134 0.16418
H 0.60185 -1.53532 2.18241
H -0.15951 0.04680 2.28627
H -1.17613 -1.27429 1.80345
O 3.75761 -1.17007 2.92509
H 4.34588 -1.84619 2.60014
H 3.37704 -1.59547 3.69589

Here are the Mulliken charges for atoms 1 to 8, given in e: -1.12 0.57 -0.03 -1.55 -0.52 -1.10 0.31 0.24


No. 5
The following is a quantum chemistry calculation of a structure of composition C44H37BeGeN6O6S in a non-equilibrium geometry, from the Open Molecules 2025 dataset.

Summary:
Total charge: -1
HOMO-LUMO gap, eV: 6.724
LUMO energy, eV: 0.96

Geometry (Å):
Be 0.13096 1.02202 2.43007
C 0.63922 2.64091 3.07183
C 0.91841 3.68013 2.05689
C -0.10968 4.48607 1.53506
C 0.13856 5.46565 0.58887
C 1.43457 5.67599 0.11290
C 2.46720 4.87193 0.59498
C 2.21038 3.89671 1.54296
C 1.70109 6.72395 -0.85170
N 1.91014 7.55807 -1.61917
H -0.20747 2.96519 3.69944
H 1.51756 2.49395 3.72190
H -1.12782 4.32974 1.89027
H -0.66932 6.08333 0.21162
H 3.47353 5.02194 0.22113
H 3.02821 3.27904 1.90606
O -2.86606 1.21852 2.68583
C -2.28212 1.35833 1.61553
O -1.03586 0.99875 1.38074
C -3.02366 1.93464 0.41219
C -2.17199 2.12600 -0.85452
Ge -1.97084 0.44365 -1.81385
C -1.59643 -1.10858 -0.70649
C -0.40211 -1.81644 -0.86207
C -0.09374 -2.89638 -0.03736
C -0.98833 -3.28347 0.95688
C -2.18984 -2.59642 1.11714
C -2.49157 -1.51735 0.29172
C -0.63144 0.61009 -3.21681
C -0.40141 -0.46307 -4.08830
C 0.51676 -0.35117 -5.12873
C 1.21400 0.83954 -5.31484
C 0.99476 1.91360 -4.45920
C 0.07809 1.79709 -3.41672
C -3.70714 0.20511 -2.69814
C -4.56879 -0.86186 -2.42728
C -5.85150 -0.90388 -2.97249
C -6.28752 0.11947 -3.80440
C -5.42988 1.17314 -4.11117
C -4.15398 1.21302 -3.56064
H -3.45379 2.87891 0.74714
H -3.87638 1.27523 0.22368
H -1.19723 2.53687 -0.59202
H -2.65204 2.82397 -1.54544
H 0.29671 -1.52779 -1.64098
H 0.84572 -3.43003 -0.16443
H -0.75235 -4.12912 1.59715
H -2.88972 -2.89718 1.89074
H -3.42795 -0.98758 0.44099
H -0.94541 -1.39703 -3.95292
H 0.68754 -1.19131 -5.79394
H 1.92706 0.93083 -6.12772
H 1.53480 2.84199 -4.60273
H -0.08520 2.64569 -2.75409
H -4.23540 -1.67610 -1.78871
H -6.50986 -1.73433 -2.74244
H -7.29089 0.09739 -4.21518
H -5.75885 1.96403 -4.77523
H -3.49308 2.04065 -3.81386
O 6.57043 -4.99017 -1.27443
S 5.23800 -5.35808 -1.72374
O 4.32392 -5.75800 -0.67311
O 5.18899 -6.17599 -2.91352
C 4.62401 -3.71298 -2.24226
N 4.90742 -3.25721 -3.46890
C 4.51680 -2.01923 -3.73897
C 3.85530 -1.21040 -2.82985
C 3.63401 -1.75901 -1.58196
N 4.00452 -2.99829 -1.29130
C 2.93875 -1.02668 -0.47807
C 2.53207 0.29513 -0.59481
C 1.79627 0.86708 0.42299
N 1.47433 0.20091 1.55577
C 1.92857 -1.05775 1.67926
C 2.64575 -1.70149 0.70280
H 4.74259 -1.64935 -4.73600
H 3.52558 -0.21740 -3.10698
H 2.74785 0.88133 -1.48339
H 1.43484 1.88795 0.34138
H 1.69919 -1.56263 2.60942
H 2.98626 -2.72327 0.81721
N 0.05233 -4.14978 6.68821
C -0.38140 -2.89935 7.01359
O -0.72499 -2.57788 8.13387
C -0.40353 -1.91231 5.87485
C -0.65572 -2.28323 4.56592
C -0.57007 -1.32416 3.58072
N -0.24271 -0.05079 3.83889
C -0.08568 0.32476 5.11448
C -0.15821 -0.57835 6.15660
H 0.15098 -4.81629 7.43287
H 0.48145 -4.34751 5.80294
H -0.94255 -3.29668 4.30410
H -0.77267 -1.56765 2.53820
H 0.11469 1.37430 5.29137
H -0.01597 -0.26160 7.18170

Here are the Mulliken charges for atoms 1 to 8, given in e: 1.14 -1.13 -0.54 -0.09 -0.92 0.51 -0.86 -0.18


No. 6
The following is a quantum chemistry calculation of the ion C4H7NO2 with charge +1 in a non-equilibrium geometry, from the Open Molecules 2025 dataset.

Summary:
Spin multiplicity: 2
Total charge: +1
HOMO-LUMO gap (spin up / spin down), eV: 9.072 / 4.900
Relative energy (zero: lowest compared OMol25 entry of this formula, charge and spin), eV: 1.7338
LUMO energy (spin up / spin down), eV: -5.83 / -9.60

Geometry (Å):
O -2.23799 0.69606 -1.53897
C -1.24062 0.78642 -0.88596
C -1.23300 0.16203 0.57025
C 0.12970 0.26456 1.23116
C 1.38167 -0.31953 0.40565
N 1.40469 -1.68459 0.53760
O 1.75794 0.36458 -0.52206
H -0.26575 0.93086 -1.48266
H -1.73919 -0.85872 0.57713
H -2.08015 0.72916 1.23853
H 0.17067 0.06790 2.30668
H 0.59938 1.21452 1.44149
H 0.55429 -2.17757 0.71750
H 2.21495 -2.24863 0.26489

Here are the Mulliken charges for atoms 1 to 8, given in e: -0.09 0.17 -0.37 -0.88 0.46 -0.32 -0.48 0.44